Density functional theory data (the ωB97M-V functional and the def2-TZVPD basis) for a molecular structure, C6H12Cl6F8Mg2N4O16S8 in a non-equilibrium geometry.

```
! wB97M-V def2-TZVPD RIJCOSX def2/J DEFGRID3
* xyz 0 1
Mg -2.057 0.098 1.568
Mg 1.799 2.676 1.569
N -1.342 0.504 -0.046
S 0.282 0.588 -0.734
O 1.308 1.488 -0.162
O 0.518 0.336 -2.123
F 0.703 -0.824 -0.086
S -1.961 1.040 -1.312
O -2.200 0.109 -2.379
O -1.699 2.459 -1.494
F -3.425 1.073 -0.634
N -3.558 -0.110 2.580
S -4.122 0.495 4.140
O -4.504 -0.556 5.034
O -4.827 1.748 4.214
F -2.653 0.848 4.633
S -5.010 -0.575 2.206
O -6.079 0.450 2.103
O -5.400 -1.907 2.662
F -4.792 -0.829 0.643
N 2.094 1.190 2.571
S 0.886 0.116 3.349
O 1.153 -0.947 4.316
O -0.314 -0.081 2.535
F 0.446 1.320 4.336
S 3.269 0.312 3.206
O 3.515 -1.074 2.705
O 3.371 0.634 4.627
F 4.495 1.078 2.506
N 0.311 3.775 1.555
S -1.299 3.434 2.217
O -1.682 2.038 2.171
O -2.415 4.379 2.271
F -0.723 3.668 3.706
S -0.059 5.169 1.262
O 0.011 6.090 2.350
O -1.038 5.309 0.181
F 1.299 5.534 0.420
Cl -0.664 -3.953 -2.860
C -2.272 -3.254 -2.988
C -2.383 -2.508 -4.304
Cl -3.121 -3.678 -5.511
H -2.421 -2.574 -2.149
H -3.034 -4.023 -2.855
H -1.519 -1.935 -4.639
H -3.071 -1.688 -4.096
Cl 4.833 1.622 -4.215
C 3.534 0.359 -4.034
C 3.261 -0.389 -5.345
Cl 4.754 -1.089 -5.997
H 2.668 0.940 -3.716
H 3.841 -0.394 -3.308
H 2.917 0.254 -6.156
H 2.592 -1.246 -5.271
Cl 2.482 -2.777 -2.101
C 3.560 -2.906 -0.584
C 3.153 -4.010 0.337
Cl 1.666 -3.569 1.260
H 3.467 -1.928 -0.112
H 4.569 -3.157 -0.911
H 3.865 -4.224 1.134
H 3.023 -4.925 -0.241
*
```

The molecular weight is 1066.022 g/mol. For the HOMO-LUMO gap, the calculation gives 7.106 eV. The value obtained for the LUMO energy is -3.617 eV. As for the max |F|: 13.3 eV/Å. The value obtained for the HOMO energy is -10.723 eV.

---

Density functional theory data (the ωB97M-V functional and the def2-TZVPD basis) for a molecular structure, C6H12CuIO6 in a non-equilibrium geometry.

```
! wB97M-V def2-TZVPD RIJCOSX def2/J DEFGRID3
* xyz 0 1
Cu -5.348 -6.419 2.739
I -2.572 -2.709 1.198
C 0.420 3.022 5.290
O 0.696 3.617 6.489
C 1.624 2.993 7.373
O 2.269 1.948 7.132
O 1.870 3.902 8.380
C 2.526 3.549 9.608
H 1.356 2.998 4.731
H -0.246 3.441 4.536
H 0.118 1.982 5.414
H 1.994 2.744 10.115
H 2.528 4.319 10.379
H 3.549 3.194 9.479
C -0.627 -3.674 -9.673
O -0.578 -2.432 -8.959
C -0.989 -2.405 -7.741
O -1.509 -3.407 -7.194
O -0.886 -1.200 -7.325
C -1.071 -0.897 -5.951
H -1.576 -3.868 -10.172
H -0.299 -4.556 -9.121
H 0.242 -3.638 -10.330
H -1.382 -1.764 -5.368
H -1.864 -0.192 -5.700
H -0.245 -0.551 -5.330
*
```

The molecular weight is 370.606 g/mol. For the HOMO-LUMO gap, the calculation gives 3.527 eV. The value obtained for the LUMO energy is -3.847 eV. As for the max |F|: 5.9 eV/Å. The value obtained for the HOMO energy is -7.374 eV.

---

Density functional theory data (the ωB97M-V functional and the def2-TZVPD basis) for a gas-phase ion, C6H12FN4 (charge +1) in a non-equilibrium geometry.

```
! wB97M-V def2-TZVPD RIJCOSX def2/J DEFGRID3
* xyz 1 1
C -3.461 0.670 -0.204
C -2.524 1.012 0.741
C 2.463 0.351 1.095
C 0.004 0.437 1.077
C 1.292 -1.028 -0.593
C 1.265 0.368 0.095
N -2.726 -0.138 -1.036
N -1.548 -0.187 -0.686
N -1.312 0.528 0.383
N 0.530 -1.080 -1.907
F 1.119 1.274 -0.874
H -4.628 0.648 -0.230
H -2.647 1.501 1.687
H 3.393 0.474 0.549
H 2.403 1.123 1.918
H 2.317 -0.558 1.778
H 0.088 -0.391 1.716
H 0.140 1.376 1.693
H 2.384 -1.383 -0.763
H 0.747 -1.577 0.099
H 0.396 -2.114 -2.212
H 0.867 -0.504 -2.742
H -0.563 -0.801 -1.585
*
```

The molecular weight is 159.188 g/mol. For the HOMO-LUMO gap, the calculation gives 11.049 eV. The value obtained for the LUMO energy is -2.877 eV. As for the SMILES: C[C@@](F)(C[NH3+])Cn1ccnn1. As for the max |F|: 4.3 eV/Å. The value obtained for the HOMO energy is -13.926 eV.

---

Density functional theory data (the ωB97M-V functional and the def2-TZVPD basis) for 2 unconnected molecules or ions with the total composition C6H12I2N3 in a non-equilibrium geometry.

```
! wB97M-V def2-TZVPD RIJCOSX def2/J DEFGRID3
* xyz 1 1
C -0.507 -1.882 -0.998
C 1.855 0.912 -0.678
C 0.735 1.137 0.158
C -1.344 -0.992 2.369
C -2.620 0.247 0.688
C -1.258 0.231 1.375
N -0.187 -0.968 -0.326
N -0.231 0.148 0.313
N 2.750 1.785 -1.095
I 0.008 -3.851 -1.290
I 2.626 -0.103 -4.199
H 1.913 -0.008 -1.231
H 0.458 2.156 0.325
H -0.359 -1.159 2.777
H -1.831 -0.647 3.261
H -1.720 -1.931 1.871
H -2.705 1.094 -0.096
H -3.517 0.245 1.456
H -2.921 -0.681 0.012
H -1.014 1.107 2.031
H 3.400 1.503 -1.794
H 3.802 -1.107 -3.891
H 2.667 2.765 -1.037
*
```

The molecular weight is 379.991 g/mol. For the HOMO-LUMO gap (spin up / spin down), the calculation gives 6.297 / 6.296 eV. The value obtained for the LUMO energy (spin up / spin down) is -4.880 / -4.880 eV. As for the max |F|: 4.4 eV/Å. The value obtained for the HOMO energy (spin up / spin down) is -11.176 / -11.176 eV.

---

Density functional theory data (the ωB97M-V functional and the def2-TZVPD basis) for 2 unconnected molecules or ions with the total composition C6H12IN2.

```
! wB97M-V def2-TZVPD RIJCOSX def2/J DEFGRID3
* xyz 1 1
C 0.998 -0.024 0.751
C 1.160 1.651 -0.768
C 0.807 2.245 0.608
C -2.966 -2.366 0.584
C 1.661 -0.708 -1.515
C -1.980 -1.308 0.413
N 1.316 0.228 -0.485
N 0.692 1.052 1.436
I -2.717 0.549 -0.181
H 0.359 1.793 -1.503
H 2.087 2.059 -1.179
H 1.598 2.891 0.997
H -0.130 2.802 0.603
H -4.002 -2.188 0.302
H -2.577 -3.255 0.077
H -2.921 -2.628 1.649
H 2.436 -0.286 -2.150
H 2.025 -1.633 -1.074
H 0.789 -0.932 -2.133
H 0.980 -1.016 1.173
H 0.384 1.077 2.394
*
```

The molecular weight is 239.080 g/mol. For the HOMO-LUMO gap, the calculation gives 7.909 eV. The value obtained for the LUMO energy is -3.965 eV. As for the max |F|: 0.7 eV/Å. The value obtained for the HOMO energy is -11.874 eV.